The following is a quantum chemistry calculation of a molecular structure, C24H24BF4O3 at a distorted geometry, from OMol25.

Geometry as XYZ:
```
56
Properties=species:S:1:pos:R:3
C 0.795 -0.219 4.594
C 0.746 0.598 3.374
C 0.821 1.975 3.154
C 0.386 2.176 1.818
C 0.309 0.965 1.150
B -2.293 0.397 1.833
O -3.210 1.139 1.289
C -2.943 0.429 0.041
C -4.157 0.041 -0.786
C -2.259 1.566 -0.700
C -2.354 -1.224 0.641
C -3.448 -2.241 0.379
C -1.160 -2.156 0.433
O -2.260 -0.886 2.103
O 0.482 -0.063 2.253
H 0.567 0.327 5.543
H 0.078 -1.084 4.454
H 1.818 -0.660 4.749
H 1.202 2.749 3.814
H 0.432 3.070 1.231
H -3.809 -0.761 -1.467
H -5.029 -0.344 -0.233
H -4.545 0.815 -1.468
H -2.459 1.692 -1.744
H -2.451 2.552 -0.277
H -1.191 1.442 -0.603
H -3.242 -2.589 -0.628
H -3.415 -3.135 1.024
H -4.512 -1.973 0.336
H -0.277 -1.857 0.991
H -1.335 -3.086 0.991
H -0.983 -2.424 -0.640
F 2.059 3.494 -3.958
C 1.334 2.472 -3.393
C 0.447 1.775 -4.227
C -0.253 0.765 -3.590
F -1.312 0.194 -4.276
C 0.065 0.312 -2.314
C 0.850 1.115 -1.472
C 1.047 0.471 -0.006
C 2.422 -0.373 -0.099
C 2.386 -1.547 -0.812
C 3.552 -2.298 -0.974
F 3.483 -3.327 -1.903
C 4.702 -2.016 -0.285
C 4.752 -0.729 0.209
F 5.960 -0.321 0.656
C 3.648 0.111 0.352
C 1.521 2.217 -2.018
H 0.332 2.011 -5.284
H -0.454 -0.579 -1.941
H 0.273 -0.329 -0.082
H 1.461 -1.881 -1.308
H 5.505 -2.726 -0.270
H 3.732 1.126 0.735
H 2.181 2.832 -1.387
```

The largest force on an atom is 5.2 eV/Å. Its highest occupied orbital energy is -11.9 eV. As for the total charge: +1. The energy relative to the best compared isomer or geometry (same formula, charge and spin) is 158.8 kcal per mole. The value obtained for the HOMO-LUMO gap is 7.19 eV. The calculation puts the total energy at -42953.5043 eV.